{
  "formula": "C22H31BN3O6PS",
  "method": "wB97M-V/def2-TZVPD",
  "elements": ["N", "B", "O", "P", "C", "C", "C", "C", "C", "C", "C", "S", "C", "N", "N", "C", "O", "C", "C", "C", "C", "C", "C", "C", "H", "H", "H", "H", "H", "H", "H", "H", "H", "H", "H", "H", "H", "H", "H", "H", "H", "H", "H", "H", "H", "H", "H", "H", "H", "H", "H", "C", "C", "C", "O", "C", "C", "C", "O", "O", "O", "H", "H", "H", "H"],
  "positions_angstrom": [[-0.94050, -0.18266, 1.08432], [0.51348, -0.28837, 1.19939], [1.11341, -0.32511, 2.45253], [1.68305, -0.34280, -0.34509], [1.40918, -2.20858, -0.74309], [-0.02505, -2.70714, -0.95856], [-0.89191, -1.85028, -1.88591], [-2.33045, -2.39874, -1.93438], [-3.29620, -1.62430, -1.03739], [-4.75680, -1.91652, -1.37712], [-5.69856, -1.81465, -0.18853], [-5.60749, -0.24037, 0.71026], [-6.40228, 0.84195, -0.38433], [-6.38413, 2.12532, -0.24779], [-7.13216, 2.62231, -1.31701], [-7.51653, 1.60630, -1.98901], [-7.10186, 0.42748, -1.46070], [2.12990, 1.54384, -0.01918], [1.25819, 2.50064, -0.75151], [0.34821, 3.33724, -0.10393], [-0.49282, 4.18869, -0.81775], [-0.42445, 4.21113, -2.20606], [0.48829, 3.40505, -2.88118], [1.31819, 2.56003, -2.15300], [-1.35755, -1.02851, 1.46235], [-1.30025, 0.57519, 1.65915], [1.60341, -1.15226, 2.56925], [3.05714, -0.65766, -0.11409], [1.25869, -0.02300, -1.66076], [1.94723, -2.38612, -1.67958], [1.91193, -2.81013, 0.01964], [0.04584, -3.68706, -1.43301], [-0.55577, -2.89170, -0.02143], [-0.49530, -1.96460, -2.89359], [-0.90232, -0.80696, -1.59504], [-2.31973, -3.44964, -1.64378], [-2.70633, -2.38553, -2.95717], [-3.10529, -1.91070, -0.00461], [-3.09564, -0.56899, -1.18687], [-4.84560, -2.93364, -1.76146], [-5.10579, -1.24219, -2.15584], [-5.50470, -2.57709, 0.55944], [-6.72566, -1.94270, -0.51916], [-8.09684, 1.64899, -2.88842], [3.17723, 1.69653, -0.28211], [2.07782, 1.71745, 1.05769], [0.27678, 3.33717, 0.97550], [-1.20663, 4.82501, -0.32020], [-1.07271, 4.85168, -2.78386], [0.56616, 3.41589, -3.95654], [2.03572, 1.92783, -2.65553], [4.30813, 0.32751, 3.05159], [5.35640, 1.13887, 3.25292], [6.77670, 0.64265, 3.17312], [7.66617, 1.45189, 3.35291], [7.00279, -0.76472, 2.89107], [5.95515, -1.57438, 2.69235], [4.53929, -1.06945, 2.75074], [3.64669, -1.87403, 2.53683], [6.07517, -2.86992, 2.42910], [5.23382, 2.42700, 3.53274], [3.28345, 0.66967, 3.10227], [8.02429, -1.11486, 2.84980], [5.16712, -3.21200, 2.32557], [6.14222, 2.77405, 3.62406]],
  "mulliken_charge": [-0.434, 0.470, -0.662, 1.142, -1.634, -0.617, -0.159, -1.235, -0.104, -0.741, -1.020, -0.139, 0.530, -0.392, -0.376, 0.008, -0.228, -1.754, 0.594, -0.144, -0.808, -0.349, -0.853, -0.169, 0.167, 0.218, 0.275, -0.187, -0.195, 0.499, 0.311, 0.489, 0.354, 0.377, 0.182, 0.396, 0.483, 0.135, 0.369, 0.396, 0.334, 0.496, 0.494, 0.425, 0.655, 0.450, 0.393, 0.403, 0.391, 0.394, 0.413, -0.973, 0.369, 0.912, -0.621, -0.939, 0.253, 1.236, -0.757, -0.583, -0.581, 0.493, 0.430, 0.350, 0.367],
  "total_energy_ha": -2236.9623,
  "e_lumo_ev": -1.706,
  "total_charge": 0,
  "smiles": "NB(O)[PH2](CCCCCCCSc1nnco1)Cc1ccccc1.O=C1C=C(O)C(=O)C=C1O",
  "homo_lumo_gap_ev": 5.6,
  "spin_multiplicity": 1
}

---

{
  "formula": "C13H14Cl36NO3P2S",
  "method": "wB97M-V/def2-TZVPD",
  "elements": ["C", "C", "N", "P", "C", "S", "C", "P", "O", "O", "O", "H", "H", "H", "H", "H", "H", "H", "H", "H", "H", "H", "H", "H", "H", "C", "Cl", "Cl", "Cl", "Cl", "C", "Cl", "Cl", "Cl", "Cl", "C", "Cl", "Cl", "Cl", "Cl", "C", "Cl", "Cl", "Cl", "Cl", "C", "Cl", "Cl", "Cl", "Cl", "C", "Cl", "Cl", "Cl", "Cl", "C", "Cl", "Cl", "Cl", "Cl", "C", "Cl", "Cl", "Cl", "Cl", "C", "Cl", "Cl", "Cl", "Cl"],
  "positions_angstrom": [[0.66133, -1.79427, -1.78732], [0.73645, -0.39277, -1.05461], [2.12698, 0.12418, -1.20092], [2.24212, 1.83325, -1.34484], [3.86889, 2.45286, -0.66785], [2.34570, 2.26566, -3.43805], [0.77878, 2.79255, -0.69568], [0.52581, 2.74749, 1.14824], [-0.58733, 3.72866, 1.44154], [0.03743, 1.26534, 1.73602], [1.86310, 3.23641, 2.00235], [1.52184, -2.42615, -1.47864], [-0.27068, -2.30473, -1.44847], [0.63478, -1.63802, -2.88286], [-0.03299, 0.26348, -1.50038], [0.54418, -0.61694, 0.01710], [2.75639, -0.23462, -0.48605], [3.97604, 3.54068, -0.88317], [3.97531, 2.21045, 0.40913], [4.71072, 1.96281, -1.21485], [1.05052, 2.06817, -3.87430], [0.96004, 3.86533, -0.95215], [-0.13461, 2.46723, -1.24053], [0.77058, 0.95752, 2.29361], [1.49737, 3.61557, 2.81888], [-2.21907, 6.92401, 2.97961], [-2.99614, 8.18517, 3.94851], [-1.42256, 7.66073, 1.57807], [-1.00893, 6.07984, 3.96417], [-3.44604, 5.76100, 2.43371], [-4.77710, 6.63842, 7.45793], [-5.36461, 5.08129, 8.07068], [-3.40263, 6.36587, 6.37111], [-6.07729, 7.45478, 6.57217], [-4.26249, 7.65243, 8.81693], [-3.61929, 7.95601, -1.77617], [-3.78795, 6.75175, -3.06814], [-4.86801, 9.19847, -1.96093], [-3.79603, 7.16401, -0.20180], [-2.01594, 8.71039, -1.87970], [-6.80655, 11.40618, 5.40973], [-5.52424, 10.20961, 5.15016], [-8.38539, 10.62656, 5.20784], [-6.67647, 12.06209, 7.05037], [-6.63990, 12.71972, 4.23160], [1.05505, -5.66123, -1.50820], [1.22130, -4.81939, 0.04656], [2.17613, -4.95685, -2.69089], [1.44396, -7.38379, -1.27591], [-0.60554, -5.46986, -2.09213], [-1.72632, -9.20669, -4.17086], [-0.59659, -8.62735, -2.93132], [-3.37371, -9.20237, -3.51590], [-1.64756, -8.13548, -5.58152], [-1.28421, -10.85327, -4.65292], [4.47031, -8.22447, -3.90758], [2.70938, -8.40583, -4.02657], [4.88520, -7.39179, -2.39649], [5.23295, -9.82160, -3.92188], [5.06011, -7.27554, -5.28392], [9.10532, -11.24534, -3.46299], [8.53986, -12.86336, -3.01290], [8.09513, -10.02573, -2.66632], [10.79117, -11.04471, -2.95428], [8.98985, -11.04677, -5.22054], [-2.80261, -4.98857, 1.83187], [-4.47070, -4.39312, 1.85131], [-1.74538, -3.76246, 1.10295], [-2.26934, -5.31347, 3.48956], [-2.71590, -6.47941, 0.87880]],
  "mulliken_charge": [-0.996, -0.187, -0.196, 0.551, -1.045, -0.271, -0.675, 0.690, -0.413, -0.437, -0.520, 0.130, 0.273, 0.332, 0.295, 0.266, 0.360, 0.376, 0.372, 0.418, 0.218, 0.397, 0.463, 0.318, 0.310, 0.279, 0.014, -0.076, -0.096, -0.112, 0.278, -0.103, -0.027, -0.051, -0.094, 0.303, -0.110, -0.091, -0.010, -0.119, 0.258, 0.013, -0.098, -0.091, -0.099, 0.371, -0.086, -0.095, -0.107, -0.058, 0.257, 0.008, -0.101, -0.110, -0.092, 0.265, 0.011, -0.103, -0.049, -0.103, 0.327, -0.092, -0.052, -0.100, -0.092, 0.251, -0.086, -0.012, -0.091, -0.059],
  "total_energy_ha": -18431.7402,
  "e_lumo_ev": -3.256,
  "total_charge": 1,
  "homo_lumo_gap_ev": 8.8,
  "de_lowest_kj_mol": 233.08,
  "spin_multiplicity": 1
}

---

{
  "formula": "C4H9NO",
  "method": "wB97M-V/def2-TZVPD",
  "elements": ["C", "N", "C", "C", "C", "O", "H", "H", "H", "H", "H", "H", "H", "H", "H"],
  "positions_angstrom": [[-1.41711, -0.49747, 0.51678], [-0.33485, 0.27664, -0.05580], [-0.70946, 1.63920, -0.36805], [1.93343, -0.96718, -0.73998], [1.53067, -0.85043, 0.51577], [0.74692, 0.21828, 0.90874], [-2.14394, -0.68890, -0.27763], [-1.92334, 0.00129, 1.36044], [-1.00897, -1.45682, 0.85423], [-1.07991, 2.21667, 0.49807], [0.12684, 2.17365, -0.84146], [-1.52632, 1.55620, -1.10529], [1.72702, -0.15063, -1.42216], [2.38505, -1.86678, -1.12976], [1.69395, -1.60372, 1.28611]],
  "mulliken_charge": [-0.840, -0.011, -0.869, -0.515, -0.166, -0.255, 0.302, 0.297, 0.278, 0.291, 0.295, 0.327, 0.202, 0.270, 0.394],
  "total_energy_ha": -287.6927,
  "e_lumo_ev": 1.112,
  "total_charge": 0,
  "smiles": "C=CON(C)C",
  "homo_lumo_gap_ev": 9.7,
  "de_lowest_kj_mol": 366.79,
  "spin_multiplicity": 1
}